Entry 1:
C30H56N8O2 | the ωB97M-V functional and the def2-TZVPD basis

As for the total charge: 0. The SMILES is CC1(C)CCCC(C)(C)N1O.CC1(C)CCCC(C)(C)N1O.CC#N.CC#N.CC#N.CC#N.CC#N.CC#N. For the HOMO energy, the calculation gives -8.6 eV. The value obtained for the max |F| is 3.47 eV/A. The HOMO-LUMO gap is 0.336 hartree.

XYZ file:
```
96
Properties=species:S:1:pos:R:3:mulliken_charge:R:1
C -0.407 1.193 -5.336 -0.48
C -0.983 2.519 -5.323 0.35
N -1.393 3.587 -5.344 -0.48
H 0.287 1.152 -6.176 0.28
H -1.219 0.507 -5.459 0.36
H 0.153 0.910 -4.452 -0.04
C -0.645 4.989 -2.524 -1.16
C -0.608 3.662 -2.060 0.31
N -0.600 2.576 -1.757 -0.31
H -1.678 5.316 -2.658 0.36
H -0.251 4.988 -3.556 0.31
H -0.056 5.710 -1.924 0.31
C 3.015 -3.781 -3.545 -0.74
C 1.971 -3.155 -4.344 0.51
N 1.118 -2.690 -4.920 -0.49
H 2.553 -4.416 -2.783 0.20
H 3.728 -3.104 -3.108 0.21
H 3.584 -4.447 -4.187 0.38
C 2.197 0.747 -0.962 1.80
C 3.290 0.294 -1.791 0.12
N 4.133 -0.075 -2.460 -0.67
H 1.396 1.189 -1.559 -0.55
H 2.594 1.493 -0.227 0.36
H 1.659 -0.040 -0.410 -0.87
C 4.067 -1.977 1.758 -0.40
C 4.660 -2.588 0.635 0.47
N 5.185 -3.154 -0.234 -0.47
H 3.214 -1.312 1.477 -0.23
H 4.737 -1.317 2.265 0.44
H 3.564 -2.695 2.396 0.31
C 4.074 2.193 -4.757 -0.80
C 2.920 2.809 -4.099 0.36
N 1.913 3.131 -3.632 -0.34
H 4.539 1.376 -4.152 0.25
H 4.793 3.021 -4.849 0.29
H 3.780 1.833 -5.750 0.26
C -0.745 -2.449 3.015 -1.95
C -0.577 -3.077 1.609 1.86
C -1.684 -4.098 1.407 -1.51
C -1.951 -4.562 -0.034 -0.55
C -1.993 -3.353 -0.953 -1.54
C -0.903 -2.309 -0.769 2.48
N -0.789 -1.975 0.647 0.41
O 0.395 -1.150 0.753 0.44
C 0.399 -2.956 -1.419 -2.27
C -1.200 -1.040 -1.491 -1.96
C 0.765 -3.773 1.575 -1.47
H -0.654 -3.276 3.776 0.47
H -1.689 -1.980 3.109 0.36
H 0.066 -1.740 3.241 0.28
H -1.565 -4.954 2.083 0.32
H -2.641 -3.611 1.715 0.34
H -2.930 -5.018 -0.053 0.50
H -1.191 -5.328 -0.337 0.30
H -2.926 -2.842 -0.690 0.44
H -2.146 -3.642 -1.997 0.28
H 0.325 -4.033 -1.351 0.47
H 0.421 -2.818 -2.489 0.42
H 1.270 -2.488 -0.929 0.31
H -1.525 -1.262 -2.517 0.75
H -1.942 -0.457 -0.920 0.07
H -0.299 -0.387 -1.607 -0.10
H 0.772 -4.397 0.694 0.35
H 0.978 -4.410 2.459 0.54
H 1.644 -3.152 1.457 -0.25
H 0.081 -0.228 0.837 -0.27
C 0.978 2.799 2.357 -1.86
C -0.329 2.366 3.081 1.90
C -0.799 3.410 4.006 -1.20
C -2.194 3.103 4.572 -0.85
C -3.168 3.051 3.440 -1.16
C -2.801 2.081 2.351 1.36
N -1.389 2.240 1.983 -0.06
O -1.018 1.219 1.075 1.37
C -3.191 0.583 2.674 -1.28
C -3.606 2.501 1.049 -1.73
C -0.071 1.035 3.822 -1.05
H 1.677 3.236 3.079 0.44
H 0.606 3.593 1.679 0.40
H 1.491 2.060 1.740 -0.03
H -0.210 3.494 4.932 0.37
H -0.770 4.414 3.542 0.33
H -2.569 3.839 5.235 0.47
H -2.141 2.207 5.153 0.40
H -3.294 4.037 2.944 0.37
H -4.163 2.705 3.772 0.32
H -4.198 0.386 2.364 0.59
H -2.550 -0.094 2.043 -0.17
H -3.033 0.434 3.777 0.30
H -3.301 1.801 0.233 0.24
H -4.700 2.437 1.111 0.38
H -3.318 3.543 0.860 0.44
H -0.895 0.787 4.492 0.30
H 0.888 1.083 4.373 0.52
H 0.013 0.282 3.056 -0.51
H -0.993 1.687 0.184 -0.34
```



Entry 2:
CH3NO2S2 | the ωB97M-V functional and the def2-TZVPD basis

As for the total charge: 0. For the HOMO energy, the calculation gives -9.8 eV. The value obtained for the max |F| is 2.56 eV/A. The HOMO-LUMO gap is 0.357 hartree.

XYZ file:
```
9
Properties=species:S:1:pos:R:3:mulliken_charge:R:1
C 0.476 0.517 -0.645 -0.47
N 0.517 -0.752 0.011 -0.22
O 3.796 -0.548 0.722 -0.45
O 1.735 -1.328 -0.394 -0.25
S 1.838 1.586 0.065 -0.16
S 3.024 -0.176 -0.410 0.56
H 0.836 0.271 -1.687 0.38
H -0.532 0.949 -0.395 0.32
H 0.448 -0.703 1.101 0.28
```